BF4H74O37 | ωB97M-V with the def2-TZVPD basis set

Element x y z (Å)
B  -0.0688  0.2525  -0.0953
F  -1.2469  1.0540  -0.1172
F  -0.0349  -0.8383  -1.0308
F  0.9626  1.1056  -0.3262
F  0.0034  -0.2200  1.1975
O  -3.6254  -0.9309  -4.1732
H  -4.4318  -1.1552  -3.7088
H  -2.9939  -1.5925  -3.8908
O  4.5048  2.4083  1.2324
H  4.9656  3.0773  0.7260
H  5.0400  1.6210  1.1329
O  4.4061  4.6451  -2.5004
H  3.5418  4.7698  -2.1084
H  4.9811  4.4567  -1.7587
O  0.1980  0.2843  -3.8573
H  -0.6515  0.5705  -3.5216
H  0.7093  0.0805  -3.0742
O  2.3859  3.4301  0.0017
H  3.0154  2.9795  0.5646
H  1.6908  2.7881  -0.1429
O  1.0710  -4.3705  1.4497
H  1.5945  -5.0555  1.0338
H  0.2487  -4.3662  0.9598
O  1.4527  -3.1427  -3.6727
H  1.6564  -3.1671  -2.7377
H  0.9169  -2.3569  -3.7812
O  -0.9547  -1.4607  3.3516
H  -0.4499  -0.8534  2.8107
H  -1.8677  -1.2208  3.1936
O  -0.8757  -5.1768  -2.5731
H  -0.1069  -5.5926  -2.9634
H  -1.5342  -5.8708  -2.5423
O  4.1021  -2.1690  -2.2969
H  3.4800  -2.8901  -2.2015
H  3.7123  -1.4486  -1.8015
O  -3.4720  3.2138  2.3266
H  -2.8611  3.6515  1.7338
H  -3.1040  3.3565  3.1987
O  0.6186  -3.9457  4.0640
H  -0.3025  -3.6995  3.9787
H  0.9232  -4.0512  3.1627
O  2.0562  5.7963  -1.2288
H  1.8162  4.8837  -1.0680
H  1.3428  6.1409  -1.7660
O  -2.3461  -3.6878  4.6210
H  -1.8470  -2.8885  4.4534
H  -2.9818  -3.7281  3.9065
O  2.2388  1.4105  3.0453
H  3.0633  1.6752  2.6375
H  1.9587  0.6442  2.5447
O  0.4615  -0.5980  -6.3767
H  0.2568  -0.2624  -5.5039
H  1.4176  -0.6355  -6.4012
O  -2.9887  3.2456  -4.0785
H  -2.1262  3.4517  -4.4389
H  -2.8276  2.5280  -3.4659
O  2.9882  1.3886  5.9839
H  2.6481  0.8424  6.6925
H  2.7460  0.9222  5.1839
O  -1.7011  -2.7876  -3.5611
H  -1.7126  -3.6393  -3.1245
H  -1.3520  -2.9698  -4.4336
O  -4.7036  4.0941  -0.7017
H  -5.4634  4.1774  -1.2779
H  -5.0394  4.3028  0.1700
O  1.6034  -2.8850  -0.9935
H  1.5494  -3.2459  -0.1086
H  0.9308  -2.2043  -1.0165
O  4.6956  -0.4348  4.1065
H  5.3834  -0.4720  3.4419
H  3.8879  -0.6178  3.6266
O  -3.9486  -1.1496  -0.8218
H  -3.2304  -1.6108  -0.3886
H  -4.0844  -0.3646  -0.2912
O  -3.3528  0.2395  3.8959
H  -3.9116  -0.3950  4.3447
H  -3.7411  1.0897  4.1027
O  -1.1063  -4.5278  0.0445
H  -1.6777  -5.2919  0.1215
H  -0.8683  -4.4984  -0.8821
O  1.1914  4.0511  3.2917
H  1.3275  4.0251  2.3446
H  1.6710  3.2922  3.6240
O  -0.5142  3.4778  -1.0755
H  -0.5544  2.5280  -0.9637
H  -0.2650  3.6013  -1.9914
O  1.4015  -2.1663  6.0176
H  0.9927  -2.6779  5.3195
H  2.3301  -2.3933  5.9692
O  0.1879  3.3264  -3.7599
H  0.8360  3.5130  -4.4392
H  -0.0968  2.4303  -3.9395
O  3.5154  0.1534  -1.0168
H  2.6954  0.3436  -0.5612
H  4.1790  0.1546  -0.3269
O  -5.4751  1.2120  0.4319
H  -4.8412  1.8463  0.7665
H  -5.9572  0.9229  1.2066
O  2.7436  -1.3417  2.0290
H  1.9321  -1.7032  1.6727
H  3.2803  -2.1084  2.2294
O  4.4146  0.7390  -3.7099
H  4.8414  -0.1164  -3.7579
H  3.9934  0.7492  -2.8505
O  -2.1672  -2.2511  0.8099
H  -1.7909  -3.0860  0.5316
H  -1.4153  -1.6643  0.8917
O  -2.0570  1.1344  -2.7546
H  -1.9488  1.3816  -1.8363
H  -2.6425  0.3774  -2.7320
O  -4.2171  -3.2787  2.4762
H  -3.5816  -2.8177  1.9285
H  -4.6168  -3.9216  1.8905
O  -2.3388  4.9800  0.3070
H  -1.5862  4.5831  -0.1316
H  -3.1001  4.5960  -0.1282

HOMO-LUMO gap = 8.77 eV
LUMO energy = 0.0187 Ha
E = -88518.963 eV
Net charge = -1
E_HOMO = -8.257 eV
Multiplicity = 1

=====

BH14O5 | ωB97M-V with the def2-TZVPD basis set

Element x y z (Å)
B  -0.7951  -35.7466  -29.0297
H  -0.9492  -35.9989  -30.1955
H  -0.5806  -34.5005  -28.9593
H  -1.8634  -36.0880  -28.4524
H  0.1958  -36.4963  -28.6215
O  1.9210  -34.7108  -31.4135
H  2.1929  -35.5940  -31.6811
H  1.2223  -34.8455  -30.7424
O  0.0745  -36.2753  -25.7343
H  -0.0829  -36.0581  -26.7138
H  0.8509  -35.7487  -25.3226
O  -0.7369  -39.2636  -28.6897
H  -0.0065  -39.1124  -28.0716
H  -0.9812  -38.4155  -29.0102
O  -4.2002  -34.2365  -27.7976
H  -3.4816  -34.8334  -27.8988
H  -4.7632  -34.5935  -28.4810
O  -2.6278  -33.3675  -31.4185
H  -2.0560  -33.8533  -30.8020
H  -3.4929  -33.3678  -31.0113

HOMO-LUMO gap = 9.51 eV
LUMO energy = 0.1194 Ha
E = -11141.735 eV
Energy relative to the best compared isomer or geometry (same formula, charge and spin) = 0.308 eV
Net charge = -1
E_HOMO = -6.264 eV
Multiplicity = 1

=====

BH16O6 | ωB97M-V with the def2-TZVPD basis set

Element x y z (Å)
B  -0.4007  0.5816  -0.1819
H  0.4333  -0.2154  0.2631
H  -0.2467  0.6676  -1.3899
H  -1.5567  0.1206  -0.0509
H  -0.2757  1.6806  0.2521
O  2.6643  1.4416  -1.3329
H  1.6903  1.3476  -1.3409
H  2.9613  1.1536  -2.2049
O  -1.7267  -2.5024  -1.7159
H  -1.5327  -2.6934  -2.5929
H  -1.5067  -1.6244  -1.5299
O  -1.1277  0.3276  3.0331
H  -0.7037  -0.5464  3.0131
H  -1.1897  0.5336  2.1291
O  1.4473  -1.6534  -2.5169
H  2.1683  -1.0464  -2.8499
H  0.8403  -1.1244  -1.9749
O  -2.5107  -1.9584  1.5181
H  -2.2447  -1.1524  1.0711
H  -2.4297  -1.8234  2.4741
O  1.9323  2.5616  2.1591
H  1.2583  2.4426  1.4581
H  2.0553  3.4816  2.3111

HOMO-LUMO gap = 9.65 eV
LUMO energy = 0.1173 Ha
E = -13221.696 eV
Energy relative to the best compared isomer or geometry (same formula, charge and spin) = 0.341 eV
Net charge = -1
E_HOMO = -6.462 eV
Multiplicity = 1

=====

BH24NiO10 | ωB97M-V with the def2-TZVPD basis set

Element x y z (Å)
Ni  -1.1606  -0.7837  1.9258
B  0.0129  -0.2444  -0.0043
H  -0.6331  -1.1052  0.0730
H  0.8780  -0.4873  0.5931
H  0.2803  -0.0822  -1.0370
H  -0.3552  0.6657  0.4434
O  2.3870  -1.4505  -1.4677
H  1.6558  -1.1388  -0.9345
H  3.0741  -1.6586  -0.8346
O  2.3176  1.3013  -1.9744
H  2.4993  0.3617  -1.9935
H  2.5201  1.5667  -1.0773
O  0.2663  -1.1111  -3.6237
H  -0.5966  -1.5172  -3.5415
H  0.4719  -0.8035  -2.7409
O  0.2973  0.3155  3.0280
H  0.2910  1.2676  2.9295
H  0.8837  0.1546  3.7672
O  -2.7401  -1.7322  0.9668
H  -3.3012  -1.3535  0.2902
H  -3.1773  -2.5475  1.2126
O  0.2702  3.0970  -1.8895
H  0.8457  3.7864  -1.5582
H  0.5556  2.3059  -1.4324
O  -2.2707  0.2057  -1.5249
H  -2.1866  1.1015  -1.8514
H  -1.4093  0.0010  -1.1610
O  1.9303  1.8516  0.6198
H  1.1524  1.2968  0.5628
H  2.5345  1.3613  1.1771
O  -0.0918  -2.4638  2.0436
H  -0.3890  -3.3342  2.3089
H  0.8290  -2.5850  1.8119
O  -2.3208  0.9427  1.5593
H  -3.1301  0.9718  2.0697
H  -2.1907  1.8439  1.2642

HOMO-LUMO gap (alpha / beta) = 7.89 / 6.36 eV
LUMO energy (alpha / beta) = -0.1680 / -0.2240 Ha
E = -62574.499 eV
Energy relative to the best compared isomer or geometry (same formula, charge and spin) = 2.444 eV
Net charge = +1
E_HOMO (alpha / beta) = -12.462 / -12.458 eV
Multiplicity = 3

=====

BH26NaO11 | ωB97M-V with the def2-TZVPD basis set

Element x y z (Å)
Na  -3.5729  -1.5782  -1.3843
B  0.2813  0.0071  0.6880
H  0.5549  0.3621  -0.2935
H  -0.5931  0.5998  0.9075
H  0.0875  -1.0541  0.6621
H  1.0791  0.2191  1.3829
O  4.9715  2.4512  -0.1337
H  4.9201  3.3899  0.0462
H  4.0651  2.1474  -0.0846
O  -6.6000  -0.4101  1.5914
H  -6.9667  0.4741  1.5896
H  -6.1756  -0.4921  2.4454
O  -4.0027  -5.5329  1.2998
H  -3.9936  -6.2705  0.6898
H  -4.0978  -5.9362  2.1626
O  0.3342  -0.7874  -5.8280
H  -0.6108  -0.9350  -5.8659
H  0.4473  -0.1317  -5.1399
O  -1.4319  -0.7527  5.8058
H  -1.1776  -0.4064  4.9504
H  -1.3943  0.0034  6.3916
O  -3.1539  6.1908  -2.3481
H  -2.9308  6.0492  -1.4281
H  -3.2785  7.1370  -2.4219
O  4.3346  -2.6828  4.2153
H  3.4956  -2.3240  3.9262
H  4.9810  -2.0321  3.9416
O  1.8978  -5.6329  -0.7615
H  1.5698  -4.7498  -0.5919
H  2.4652  -5.5354  -1.5262
O  0.0062  4.4085  3.1830
H  0.0427  3.5221  2.8238
H  0.6772  4.4186  3.8657
O  0.3250  4.2901  -5.1300
H  -0.5171  4.4349  -5.5613
H  0.1932  4.6027  -4.2350
O  4.6719  -2.8680  -3.3141
H  4.1128  -2.3344  -3.8787
H  4.9833  -2.2615  -2.6423

HOMO-LUMO gap = 5.06 eV
LUMO energy = -0.1019 Ha
E = -28032.401 eV
Energy relative to the best compared isomer or geometry (same formula, charge and spin) = 4.174 eV
E_HOMO = -7.837 eV
Multiplicity = 1

=====

BH26O11 | ωB97M-V with the def2-TZVPD basis set

Element x y z (Å)
B  -0.8394  -0.8547  -0.6367
H  -0.3951  0.2555  -0.2501
H  -1.8493  -1.2153  0.0788
H  -1.1307  -0.7868  -1.8364
H  0.0453  -1.7722  -0.5227
O  -0.7445  -0.3739  2.6528
H  -0.9369  -0.1799  1.7346
H  -1.0459  0.4087  3.1469
O  -0.2833  -3.2119  2.2329
H  -0.7683  -2.4077  1.9251
H  -0.1161  -3.6579  1.4115
O  0.1389  1.5707  -2.9463
H  -0.0661  0.7213  -2.5964
H  0.8298  1.4550  -3.5906
O  -0.7880  3.4087  0.2623
H  -0.6832  4.3304  0.0301
H  0.0068  2.8168  0.2293
O  -2.7600  1.8372  -0.8669
H  -2.7485  1.0615  -1.4071
H  -1.9012  1.9019  -0.5452
O  0.7588  2.2797  2.3517
H  1.6174  1.8922  2.3408
H  0.1380  1.6711  2.0000
O  -3.2993  1.1579  1.6642
H  -3.0631  0.2743  1.9759
H  -3.1095  1.3340  0.7476
O  1.6816  -2.0154  -2.9984
H  1.1761  -1.4495  -3.5786
H  1.0936  -2.1114  -2.2211
O  2.5608  -1.4296  1.0225
H  2.6422  -0.6031  1.5320
H  1.6807  -1.3982  0.6589
O  2.2615  -3.6759  -0.3317
H  2.5421  -3.0395  0.2937
H  1.7479  -4.2884  0.1519
O  1.8999  2.3304  -1.1129
H  2.5007  1.6314  -1.3151
H  1.2063  2.1324  -1.6871

HOMO-LUMO gap = 9.69 eV
LUMO energy = 0.0997 Ha
E = -23622.054 eV
Energy relative to the best compared isomer or geometry (same formula, charge and spin) = 0.990 eV
Net charge = -1
E_HOMO = -6.974 eV
Multiplicity = 1

=====

BH3O | ωB97M-V with the def2-TZVPD basis set

Element x y z (Å)
B  -0.9804  -0.3561  0.0011
O  1.8131  0.0531  -0.0686
H  -1.1948  -0.9006  -1.0490
H  -1.0614  0.3946  0.8295
H  1.4235  0.8089  0.2870

HOMO-LUMO gap (alpha / beta) = 9.00 / 6.72 eV
LUMO energy (alpha / beta) = -0.0469 / -0.0581 Ha
E = -2766.484 eV
Energy relative to the best compared isomer or geometry (same formula, charge and spin) = 6.194 eV
E_HOMO (alpha / beta) = -10.275 / -8.299 eV
Multiplicity = 1

=====

BH3O | ωB97M-V with the def2-TZVPD basis set

Element x y z (Å)
B  -0.3282  0.2494  0.0064
O  0.9449  -0.1414  0.1784
H  -1.2894  -0.4396  -0.2515
H  -0.5726  1.4860  0.0500
H  1.2453  -1.1544  0.0167

HOMO-LUMO gap = 11.28 eV
LUMO energy = 0.0188 Ha
E = -2772.601 eV
Energy relative to the best compared isomer or geometry (same formula, charge and spin) = 0.077 eV
SMILES string = BO
E_HOMO = -10.771 eV
Multiplicity = 1

=====

BeCl3 | ωB97M-V with the def2-TZVPD basis set

Element x y z (Å)
Be  -0.4191  0.0985  0.4046
Cl  0.0341  -1.9674  2.1727
Cl  -1.3229  2.1422  -1.1971
Cl  1.7079  -0.2732  -1.3802

HOMO-LUMO gap = 6.87 eV
LUMO energy = 0.0393 Ha
E = -37970.963 eV
Energy relative to the best compared isomer or geometry (same formula, charge and spin) = 3.159 eV
Net charge = -1
E_HOMO = -5.802 eV
Multiplicity = 1

=====

Br2H3N2P | ωB97M-V with the def2-TZVPD basis set

Element x y z (Å)
N  -1.1400  -0.2593  -0.5748
N  -0.5432  0.7663  -0.0146
P  1.2830  0.1238  1.2031
Br  2.2862  1.6302  -0.1368
Br  1.7687  -1.7149  0.1200
H  -0.6321  -0.5922  -1.3370
H  -1.9497  -0.8472  -0.1423
H  -1.0730  0.8934  0.8824

HOMO-LUMO gap (alpha / beta) = 7.71 / 7.71 eV
LUMO energy (alpha / beta) = -0.0018 / -0.0018 Ha
E = -152401.221 eV
Energy relative to the best compared isomer or geometry (same formula, charge and spin) = 1.548 eV
E_HOMO (alpha / beta) = -7.762 / -7.760 eV
Multiplicity = 1

=====

Br2H4OSi2 | ωB97M-V with the def2-TZVPD basis set

Element x y z (Å)
O  -0.9114  0.5205  0.2262
Si  0.0661  1.7192  -0.2388
Si  -0.2765  -1.7731  0.4452
Br  1.8934  -1.8237  0.5245
Br  -0.9585  -2.2520  -1.5368
H  1.3550  1.1208  -0.4826
H  -0.5511  2.2944  -1.5218
H  0.1255  2.6917  0.9257
H  -0.7424  -2.4979  1.6585

HOMO-LUMO gap = 8.82 eV
LUMO energy = -0.0327 Ha
E = -157953.700 eV
Energy relative to the best compared isomer or geometry (same formula, charge and spin) = 3.011 eV
E_HOMO = -9.708 eV
Multiplicity = 1

=====

Br2NO2S | ωB97M-V with the def2-TZVPD basis set

Element x y z (Å)
N  1.3843  2.0949  3.1067
O  -0.5321  -0.3662  -0.3748
O  -0.6161  -0.7253  -2.7844
S  0.1790  -0.2615  -1.6034
Br  2.3222  1.0430  4.3467
Br  1.3166  1.4479  1.4019

HOMO-LUMO gap = 3.72 eV
LUMO energy = 0.0492 Ha
E = -156503.578 eV
Energy relative to the best compared isomer or geometry (same formula, charge and spin) = 1.950 eV
Net charge = -1
E_HOMO = -2.385 eV
Multiplicity = 1